Record 1
A molecular structure, C38H57ClInN7O4P2Si at a distorted geometry, computed with ωB97M-V with the def2-TZVPD basis set.

ΔE to the lowest compared entry with this formula, charge and spin, kcal/mol: 114.71
Lowest unoccupied orbital energy, Ha: 0.012
F_max, eV Å⁻¹: 3.33
Molecular weight, g mol⁻¹: 916.22
HOMO energy, eV: -7.0

XYZ file:
```
111
C38H57ClInN7O4P2Si, DFT ωB97M-V with the def2-TZVPD basis set
In -0.039 -0.628 0.353
C 2.640 4.379 2.337
N 1.195 4.117 2.500
C 0.184 5.060 2.380
C -0.908 4.420 2.891
N -0.625 3.145 3.289
C 0.636 2.971 2.990
P 1.691 1.600 3.501
C 0.307 0.495 3.797
N -0.437 0.033 2.814
C -1.602 -0.460 3.347
C -1.500 -0.286 4.668
N -0.322 0.370 4.970
C 0.010 0.801 6.326
C 2.310 0.975 1.892
N 1.699 0.758 0.752
C 2.578 0.603 -0.277
C 3.786 0.822 0.261
N 3.658 1.105 1.596
C 4.702 0.847 2.589
H 3.105 4.120 3.321
H 2.813 5.445 2.176
H 3.038 3.926 1.406
H 0.268 6.075 1.957
H -1.917 4.844 3.161
H -2.374 -0.980 2.794
H -2.215 -0.489 5.454
H -0.795 0.510 6.997
H 0.083 1.837 6.339
H 0.925 0.344 6.747
H 2.373 0.280 -1.217
H 4.827 0.662 -0.080
H 5.658 1.057 2.128
H 4.694 -0.213 2.925
H 4.575 1.536 3.411
C -4.112 2.505 -0.780
C -3.244 1.532 -0.048
C -2.931 2.105 1.369
P -1.679 1.038 -0.875
C -0.715 2.414 -1.547
C -1.313 3.128 -2.831
C -0.213 3.510 -0.532
C -1.930 -0.037 -2.327
C -3.170 -0.405 -2.820
C -3.374 -1.446 -3.720
C -4.765 -1.813 -4.181
C -2.259 -2.096 -4.248
C -1.009 -1.839 -3.687
C -0.803 -0.897 -2.629
N 0.455 -0.744 -1.986
C 1.656 -1.083 -2.703
C 2.028 -0.425 -3.897
C 1.110 0.607 -4.467
C 3.289 -0.561 -4.473
C 4.224 -1.479 -3.989
C 5.559 -1.819 -4.576
C 3.766 -2.281 -2.966
C 2.580 -2.080 -2.272
C 2.274 -2.976 -1.112
H -5.098 2.592 -0.324
H -4.333 2.147 -1.802
H -3.700 3.497 -0.871
H -3.795 0.589 0.060
H -3.016 3.144 1.372
H -1.963 1.868 1.767
H -3.718 1.642 2.037
H 0.110 1.874 -1.891
H -2.160 3.803 -2.663
H -1.469 2.465 -3.653
H -0.454 3.775 -3.175
H -1.063 4.212 -0.212
H 0.522 4.095 -1.005
H 0.264 3.047 0.347
H -4.097 0.184 -2.551
H -5.493 -1.663 -3.347
H -4.631 -2.852 -4.419
H -5.159 -1.259 -5.039
H -2.394 -2.785 -5.020
H -0.150 -2.443 -3.939
H 1.633 1.071 -5.338
H 0.913 1.352 -3.687
H 0.018 0.277 -4.763
H 3.506 0.049 -5.285
H 6.392 -1.459 -3.970
H 5.608 -1.511 -5.562
H 5.718 -2.897 -4.471
H 4.523 -2.868 -2.504
H 2.860 -3.841 -1.232
H 1.243 -3.196 -1.136
H 2.496 -2.460 -0.139
C -2.366 -4.578 -0.545
Si -2.216 -3.461 0.924
C -2.287 -4.387 2.582
C -3.577 -2.124 0.676
C -0.544 -2.634 0.976
H -3.448 -4.882 -0.689
H -1.694 -5.433 -0.527
H -2.106 -3.963 -1.406
H -3.336 -4.606 2.879
H -1.944 -3.829 3.392
H -1.586 -5.234 2.484
H -4.558 -2.264 1.159
H -3.858 -2.077 -0.372
H -3.223 -1.156 1.035
H 0.164 -3.335 0.509
H -0.367 -2.615 2.004
O 2.922 -1.048 4.435
Cl 2.670 -2.198 3.616
O 3.571 -3.234 4.012
O 1.285 -2.593 3.787
O 2.940 -1.740 2.284
```

---

Record 2
A molecular structure, C7H10N2O at a distorted geometry, computed with ωB97M-V with the def2-TZVPD basis set.

ΔE to the lowest compared entry with this formula, charge and spin, kcal/mol: 140.14
Lowest unoccupied orbital energy, Ha: 0.026
F_max, eV Å⁻¹: 5.99
Molecular weight, g mol⁻¹: 138.17
HOMO energy, eV: -9.3

XYZ file:
```
20
C7H10N2O, DFT ωB97M-V with the def2-TZVPD basis set
N 2.848 -0.576 -0.808
C 1.803 -0.065 -0.486
C 0.372 -0.265 -0.208
C -0.357 -1.640 -0.253
C -1.312 -0.819 0.660
N -0.112 -0.092 1.199
C -1.891 0.196 -0.338
C -1.435 1.626 -0.257
C -0.608 0.624 -1.011
H -0.728 -1.992 -1.224
H 0.185 -2.428 0.285
H -1.981 -1.282 1.392
H 0.403 -0.748 1.786
H -2.782 -0.076 -0.903
H -1.989 2.324 -0.888
H -1.080 2.042 0.684
H -0.492 0.673 -2.093
O 3.006 1.193 0.762
H 2.455 0.979 1.540
H 3.691 0.328 0.163
```

---

Record 3
A molecular structure, C33H22BrClN6O4Ru, computed with ωB97M-V with the def2-TZVPD basis set.

<S²>: 6.100
Charge: +2
ΔE to the lowest compared entry with this formula, charge and spin, kcal/mol: 0.00
Lowest unoccupied orbital energy (spin up / spin down), Ha: -0.263 / -0.330
F_max, eV Å⁻¹: 0.64
Multiplicity: 5
Molecular weight, g mol⁻¹: 783.00
HOMO energy (spin up / spin down), eV: -14.4 / -14.4

XYZ file:
```
68
C33H22BrClN6O4Ru, DFT ωB97M-V with the def2-TZVPD basis set
Ru 0.615 0.151 0.200
C -0.340 -1.691 5.340
C -0.059 -0.496 4.470
C 0.175 0.772 5.004
C 0.446 1.851 4.180
C 0.480 1.630 2.820
Br 0.891 3.016 1.611
N 0.256 0.432 2.282
C -0.008 -0.608 3.096
H -0.816 -1.390 6.271
H 0.590 -2.203 5.597
H -0.987 -2.411 4.838
H 0.143 0.914 6.078
H 0.627 2.840 4.576
H -0.204 -1.554 2.605
N 5.517 -8.769 -1.822
C 4.934 -7.806 -1.592
C 4.207 -6.597 -1.288
C 4.587 -5.391 -1.873
C 3.902 -4.229 -1.558
C 2.830 -4.274 -0.670
C 2.438 -5.482 -0.103
C 3.130 -6.644 -0.405
C 2.093 -3.020 -0.323
C 0.787 -2.890 -0.812
C 0.192 -3.747 -1.824
C -1.014 -3.224 -2.110
C -1.160 -2.064 -1.250
N -0.114 -1.874 -0.472
C 2.774 -2.063 0.430
C 4.095 -2.229 1.003
C 4.425 -1.066 1.610
C 3.311 -0.187 1.419
N 2.331 -0.766 0.730
H 5.414 -5.370 -2.570
H 4.192 -3.289 -2.014
H 1.597 -5.519 0.580
H 2.841 -7.588 0.036
H 0.662 -4.612 -2.265
H -1.736 -3.561 -2.838
H -2.019 -1.405 -1.214
H 4.682 -3.132 0.950
H 5.337 -0.825 2.133
H 3.228 0.840 1.754
O -3.037 3.026 -4.368
C -2.509 1.886 -3.916
O -2.426 0.908 -4.589
C -2.099 1.831 -2.469
C -2.879 2.054 -1.346
Cl -4.446 2.666 -1.236
N -2.195 1.667 -0.247
N -1.001 1.175 -0.631
C -0.927 1.290 -1.957
C 0.390 0.902 -2.565
O 0.634 1.013 -3.720
O 1.248 0.436 -1.632
C -2.618 1.685 1.128
C -2.762 2.900 1.777
C -3.161 2.904 3.105
C -3.399 1.704 3.766
C -3.245 0.493 3.100
C -2.859 0.481 1.768
H -2.997 3.746 -3.726
H -2.567 3.827 1.250
H -3.291 3.846 3.622
H -3.724 1.713 4.799
H -3.453 -0.439 3.611
H -2.764 -0.451 1.223
```

---

Question: What is the ΔE to the lowest compared entry with this formula, charge and spin in the third record?
Answer: 0.00 kcal/mol